Entry from the Open Molecules 2025 dataset: a structure of composition C18H4AuF4N5O2 (ωB97M-V with the def2-TZVPD basis set).

```
! RIJCOSX wB97M-V def2-TZVPD def2/J DEFGRID3
* xyz 0 1
Au -3.00127 -1.28975 -0.17240
O 0.27830 0.61472 2.13536
C 0.10284 -0.05871 1.15580
O -1.47952 0.67434 -0.02228
C -0.31421 -1.52645 1.38040
C 0.68102 -2.25521 2.02289
C 0.44550 -3.55403 2.42793
C -0.80695 -4.09969 2.20882
C -1.75184 -3.32981 1.56899
N -1.52083 -2.07500 1.14073
H 1.63660 -1.78728 2.21238
H 1.22335 -4.12219 2.91989
H -1.05930 -5.10257 2.52116
H -2.74093 -3.71814 1.37723
F -0.75950 -0.73670 -1.72676
C -0.61679 0.49999 -0.98268
C 0.71828 0.33499 -0.24203
F 1.52126 -0.68793 -0.70412
C 1.55060 1.59647 -0.21462
C 1.19902 2.65244 -1.14436
C 0.18053 2.61878 -2.02977
F 0.03417 3.64990 -2.85222
C -0.80475 1.58354 -2.02958
C -1.96859 1.60669 -2.73104
C -2.95913 0.62728 -2.37817
N -3.67506 -0.15717 -1.93725
C -2.34072 2.59443 -3.69805
N -2.67895 3.34986 -4.49395
F 1.97266 3.72651 -1.16734
C 2.64156 1.67349 0.57585
C 3.05593 0.56542 1.39385
N 3.42514 -0.32866 2.01149
C 3.53231 2.80047 0.66515
N 4.27928 3.65996 0.80871
*
```

LUMO energy = -2.62 eV
HOMO level = -9.61 eV

Atomic partial charges in e from the Löwdin method, atoms 1 to 5: 0.789 0.137 -0.302 -0.096 -0.133